(1)
{
  "formula": "C4H32O12",
  "method": "ωB97M-V/def2-TZVPD",
  "de_lowest_kj_mol": 473.9,
  "gap_ha": 0.336,
  "total_charge": 0,
  "symbols": ["C", "C", "C", "C", "H", "H", "H", "H", "H", "H", "H", "H", "H", "H", "O", "H", "H", "O", "H", "H", "O", "H", "H", "O", "H", "H", "O", "H", "H", "O", "H", "H", "O", "H", "H", "O", "H", "H", "O", "H", "H", "O", "H", "H", "O", "H", "H", "O"],
  "positions_angstrom": [[1.5050, -0.2432, 0.6031], [0.9592, -1.5771, 0.4233], [0.0426, -1.9655, -0.4546], [-0.5470, -3.4271, -0.3035], [1.4734, 0.0754, 1.5877], [2.6466, -0.3643, 0.2780], [1.1478, 0.6053, -0.1150], [1.3322, -2.3856, 1.1399], [-0.5744, -1.4055, -1.1709], [0.0451, -4.1741, -0.9185], [-0.4315, -3.8043, 0.6924], [-1.6689, -3.3580, -0.4289], [4.4868, -1.0969, -0.9298], [3.2717, -0.1134, -1.0687], [3.8320, -0.8744, -1.5407], [-3.0101, 2.2330, 2.8112], [-1.5940, 2.3983, 2.8964], [-2.3236, 2.6349, 2.3045], [-0.1784, -1.6831, -3.2013], [1.2226, -2.1590, -3.0573], [0.5015, -2.1668, -3.6507], [1.2610, 2.1032, -2.0288], [1.4397, 2.5642, -0.7169], [1.9632, 2.0997, -1.1907], [1.5096, 0.3542, 4.2214], [0.8434, -1.0282, 4.0071], [0.7357, -0.0716, 3.9448], [-2.4592, 1.9580, -0.9801], [-2.8827, 2.3513, -2.5035], [-2.2595, 2.4643, -1.8227], [-0.7516, 1.9426, -2.2062], [-0.0442, 2.1092, -3.5690], [0.0126, 1.6177, -2.7276], [-1.6084, 0.6703, -4.2264], [-1.9373, 0.4626, -2.6310], [-2.4061, 0.5145, -3.5566], [-3.3950, 0.9761, 0.9963], [-3.4734, 2.4737, 0.6408], [-3.6514, 1.6111, 0.3272], [0.0820, 2.6616, 3.0105], [1.1188, 3.0688, 1.9783], [1.0442, 2.8485, 3.0175], [2.8662, -3.4209, -0.7240], [1.9259, -4.2104, 0.1927], [2.7907, -3.9108, 0.0044], [-0.9378, 0.5489, 3.5556], [-2.0743, -0.4025, 3.6825], [-1.8508, 0.4951, 3.4078]],
  "forces_ev_per_a": [[2.6, 1.3, -3.8], [-0.8, -1.2, 0.5], [-1.5, -2.4, 0.8], [0.3, 0.9, -0.9], [0.0, 0.7, 2.0], [-2.3, 0.5, 1.5], [0.3, -2.0, 1.4], [-0.5, 1.3, -1.0], [0.9, 0.4, 0.4], [-1.4, 0.8, 0.0], [0.2, 0.1, 0.9], [1.3, -0.6, -0.6], [1.7, -0.5, 1.6], [2.0, -2.2, -1.9], [-3.4, 2.8, -0.3], [-1.0, -0.4, 0.5], [-0.4, 0.3, -0.5], [1.2, 1.3, 0.1], [-0.5, 0.4, 0.2], [1.4, 0.1, 1.0], [-0.8, -0.4, -1.4], [2.3, -0.9, 1.9], [-5.0, 5.3, 6.0], [3.5, -4.1, -7.6], [1.9, 0.9, 0.6], [0.3, 0.3, 0.1], [-1.9, -1.1, -0.6], [-0.9, 0.7, -1.3], [-1.5, -0.8, -1.0], [2.0, 0.6, 3.0], [-0.5, 0.4, -0.2], [0.0, -0.3, 0.5], [0.5, 0.2, -1.2], [-2.6, -0.7, 2.4], [-1.2, 0.1, -3.0], [3.3, -0.1, 0.0], [0.3, 0.2, 0.3], [0.4, 1.2, 0.9], [-0.8, -1.7, -1.5], [1.0, 0.2, 0.4], [0.2, -0.7, 3.6], [-0.8, 0.6, -4.0], [-0.2, 3.1, -4.6], [-1.3, -0.2, -0.3], [1.7, -3.1, 4.8], [2.6, -0.2, 0.4], [0.0, 0.2, 0.0], [-2.6, -1.0, 0.0]]
}

(2)
{
  "formula": "C4H32O13",
  "method": "ωB97M-V/def2-TZVPD",
  "de_lowest_kj_mol": 29.8,
  "gap_ha": 0.395,
  "smiles": "OCCCCO.O.O.O.O.O.O.O.O.O.O.O",
  "total_charge": 0,
  "symbols": ["O", "C", "C", "C", "C", "O", "H", "H", "H", "H", "H", "H", "H", "H", "H", "H", "O", "H", "H", "O", "H", "H", "O", "H", "H", "O", "H", "H", "O", "H", "H", "O", "H", "H", "O", "H", "H", "O", "H", "H", "O", "H", "H", "O", "H", "H", "O", "H", "H"],
  "positions_angstrom": [[0.5440, 1.8892, 2.4363], [0.9149, 2.8434, 1.4070], [1.5640, 2.0640, 0.3438], [0.7176, 0.9363, -0.2361], [1.5311, 0.5105, -1.4964], [0.8255, -0.4232, -2.2627], [-0.1307, 2.3586, 2.9442], [0.0066, 3.4549, 1.1714], [1.4474, 3.7170, 1.9563], [1.8337, 2.8788, -0.4313], [2.6031, 1.7273, 0.4972], [-0.2511, 1.3138, -0.6116], [0.4451, 0.0674, 0.3352], [2.4291, -0.0324, -1.2071], [1.7675, 1.3465, -2.2118], [0.7739, -1.3024, -1.7868], [-1.6610, 0.2702, -2.9022], [-0.8580, -0.2868, -2.6839], [-1.9134, 0.1835, -3.8135], [1.8050, -1.7345, 1.8889], [2.2900, -1.1741, 2.4882], [0.9004, -1.7347, 2.2764], [2.8629, 0.0524, 3.6366], [2.1786, -0.4148, 4.1891], [2.3622, 0.8342, 3.3921], [-2.5790, 2.9237, -3.0048], [-2.1285, 3.1366, -3.8467], [-2.1332, 2.1232, -2.6411], [1.5933, -2.5515, -0.5760], [2.4476, -2.3928, -1.0066], [1.6574, -2.0850, 0.3269], [-0.7378, -3.7440, -1.0456], [-0.6420, -4.6226, -0.7063], [0.0101, -3.2135, -0.8149], [2.4931, -4.4956, 0.9325], [2.1720, -3.8698, 0.2722], [2.0403, -4.2812, 1.7582], [-3.0601, 3.0538, -0.1867], [-3.5621, 2.3278, -0.5800], [-3.0031, 3.7822, -0.7793], [-2.1724, -1.6960, 0.2967], [-2.5968, -0.9168, -0.1043], [-1.8226, -2.3001, -0.3269], [-3.4666, 0.3862, -0.8334], [-2.8724, 0.4606, -1.6223], [-4.3709, 0.3526, -1.2253], [-0.7082, -0.8366, 2.3995], [-0.3773, 0.0663, 2.4651], [-1.1692, -0.9525, 1.5298]],
  "forces_ev_per_a": [[-0.4, 0.5, 0.4], [-0.6, 2.0, 3.0], [1.2, 1.7, -1.8], [0.5, 1.3, -2.7], [-0.5, -0.2, 0.2], [-1.3, -2.2, -0.6], [0.1, -0.4, 0.3], [0.3, -1.2, -0.9], [0.4, -1.6, -1.2], [-0.9, -1.3, 0.4], [-0.5, -0.2, 1.0], [0.3, 0.2, 0.2], [0.6, -0.2, 0.8], [0.6, 0.7, 0.3], [-0.2, -0.6, 1.0], [0.5, 1.3, -0.4], [0.4, -0.3, 1.0], [-0.4, 0.9, -0.5], [0.0, -0.3, -0.6], [-1.0, -1.0, -0.2], [1.0, 0.7, 0.1], [-0.1, 0.3, -0.5], [-1.2, -0.9, 1.1], [1.2, 0.6, -0.4], [-0.1, 0.6, -0.4], [0.5, -0.2, -0.4], [-0.3, -0.3, 0.8], [-0.1, 0.8, -0.6], [0.4, 1.3, 0.2], [-0.2, -0.1, 0.1], [0.2, -0.3, -0.5], [-1.7, 0.3, -0.9], [0.3, -0.5, 0.4], [1.2, -0.1, 0.3], [0.2, -0.8, 0.4], [-0.1, -0.2, 0.3], [0.2, 0.1, -0.3], [0.1, -0.6, 1.4], [0.3, 0.3, -0.1], [-0.2, 0.5, -1.0], [-0.3, 1.4, 1.7], [-0.2, -0.5, -0.3], [0.4, -1.1, -1.3], [-1.0, 0.4, -1.2], [-0.3, -0.3, 0.4], [0.9, -0.2, 0.5], [-0.1, -0.2, 0.0], [-0.1, 0.2, -0.3], [0.0, -0.1, 0.6]]
}

(3)
{
  "formula": "C4H32O13",
  "method": "ωB97M-V/def2-TZVPD",
  "de_lowest_kj_mol": 141.0,
  "gap_ha": 0.337,
  "total_charge": 0,
  "symbols": ["C", "C", "C", "O", "C", "O", "H", "H", "H", "H", "H", "H", "H", "H", "H", "H", "H", "H", "O", "H", "H", "O", "H", "H", "O", "H", "H", "O", "H", "H", "O", "H", "H", "O", "H", "H", "O", "H", "H", "O", "H", "H", "O", "H", "H", "O", "H", "H", "O"],
  "positions_angstrom": [[1.9694, -2.4335, 0.0134], [0.7769, -2.6775, 0.9113], [0.9509, -1.9765, 2.2952], [-0.0762, -1.0321, 2.5271], [2.1097, -0.9740, -0.4203], [2.9259, -0.7016, -1.5347], [2.1339, -3.1566, -0.7954], [2.8467, -2.6724, 0.6314], [0.6293, -3.7469, 1.0548], [-0.1656, -2.2675, 0.5560], [1.9197, -1.4781, 2.2856], [0.8579, -2.7224, 3.0710], [0.2694, -0.1503, 2.7216], [2.5814, -0.4770, 0.4263], [1.1280, -0.5111, -0.4852], [2.9663, -1.4602, -2.1111], [3.9161, 1.9194, -3.3861], [3.5043, 3.2583, -2.6746], [3.4300, 2.3008, -2.6404], [-3.3649, -0.6834, 0.1358], [-3.8419, -2.0955, 0.0901], [-3.4288, -1.4373, -0.4726], [-3.9604, 0.0799, 2.6930], [-2.5769, -0.4869, 3.0695], [-3.4882, -0.7339, 2.8711], [2.6526, 2.2676, 0.1387], [4.0291, 2.9694, -0.0264], [3.3704, 2.6953, 0.6211], [-0.8577, -1.5801, -1.6064], [-1.4275, -0.4798, -0.7268], [-0.8994, -0.6170, -1.5203], [1.2962, 1.5341, -2.4643], [-0.2124, 1.0119, -2.3410], [0.3672, 1.7947, -2.3233], [-2.2311, -2.7993, -1.0605], [-2.8233, -3.3372, -2.3650], [-2.0154, -3.3250, -1.8371], [0.0017, 1.2344, 1.7187], [0.9881, 1.5682, 2.8934], [0.2163, 1.0433, 2.6449], [-3.4079, 3.4548, -0.4275], [-2.0522, 3.3900, -1.1734], [-2.8642, 3.9066, -1.0778], [0.2781, 2.0924, -0.6597], [-0.1228, 3.3502, 0.2296], [-0.2087, 2.3927, 0.1579], [-3.3345, 1.1539, -0.3420], [-1.9417, 1.4755, 0.2485], [-2.8137, 1.1195, 0.4658]],
  "forces_ev_per_a": [[1.1, -0.3, 0.0], [-0.2, 0.1, 0.7], [-1.1, 0.0, -0.7], [-0.9, -4.9, -0.7], [-0.1, 0.0, 1.2], [0.2, 0.3, -0.2], [-0.8, 0.2, -0.3], [0.1, 0.1, 0.0], [0.0, -0.1, 0.0], [0.0, 0.0, -0.5], [0.3, -0.1, 0.4], [0.6, -0.3, 0.4], [0.4, -0.9, 0.4], [0.2, 0.3, 0.0], [-0.2, -0.1, -0.6], [-0.2, -0.4, -0.2], [-0.1, 0.3, 0.3], [0.1, 0.0, -0.4], [-0.1, -0.3, 0.1], [0.3, 0.0, 0.1], [-0.2, -0.3, 0.2], [-0.3, 0.1, 0.4], [0.1, 0.3, 0.0], [0.1, 0.0, -0.2], [-0.1, -0.4, 0.0], [0.4, 0.0, -0.2], [-0.2, -0.3, -0.1], [-0.2, 0.1, 0.3], [-0.1, 0.1, -0.4], [-0.1, -0.1, 0.0], [0.2, 0.3, 0.0], [-0.4, -0.2, -0.2], [0.5, -0.3, 0.0], [0.3, 0.2, 0.1], [-0.4, 0.1, 0.0], [0.2, 0.2, 0.1], [0.4, -0.5, -0.2], [0.2, 0.5, -0.1], [-0.2, 0.3, -0.2], [0.7, 5.4, 0.4], [0.2, -0.1, 0.1], [-0.3, 0.0, 0.1], [0.2, 0.1, -0.2], [-0.6, 0.5, 0.0], [0.1, -0.1, 0.0], [0.1, -0.5, 0.1], [0.0, 0.2, -0.2], [0.2, 0.3, 0.0], [-0.3, -0.2, 0.1]]
}

(4)
{
  "formula": "C4H33AgO17",
  "method": "ωB97M-V/def2-TZVPD",
  "s2": 0.75,
  "multiplicity": 2,
  "gap_ha": [0.168, 0.209],
  "total_charge": -1,
  "symbols": ["Ag", "C", "C", "C", "O", "H", "H", "H", "H", "H", "H", "H", "C", "O", "O", "O", "O", "H", "H", "O", "H", "H", "O", "H", "H", "O", "H", "H", "O", "H", "H", "O", "H", "H", "O", "H", "H", "O", "H", "H", "O", "H", "H", "O", "H", "H", "O", "H", "H", "O", "H", "H", "O", "H", "H"],
  "positions_angstrom": [[-15.4386, 21.0288, 16.6940], [-16.6385, 23.7420, 16.9071], [-17.7501, 22.7041, 16.7710], [-18.5450, 22.5743, 15.4388], [-17.0182, 21.5466, 16.9228], [-17.0169, 24.6452, 16.5196], [-15.7499, 23.4364, 16.3397], [-16.3090, 23.7876, 17.9329], [-18.4386, 22.7734, 17.6861], [-19.0087, 23.5998, 15.2283], [-19.3230, 21.8680, 15.6819], [-18.0610, 22.2220, 14.5569], [-13.5758, 21.5330, 17.4891], [-14.6811, 21.3373, 18.2063], [-12.4790, 20.9887, 17.8634], [-13.9073, 21.6106, 16.2193], [-20.8589, 21.5765, 13.1934], [-20.8601, 21.8638, 14.0991], [-19.9464, 21.7188, 12.9270], [-18.3270, 21.8337, 12.1968], [-18.2929, 21.7599, 11.2367], [-18.4459, 22.7617, 12.4013], [-13.7933, 23.7171, 14.6261], [-13.2250, 23.2642, 14.0104], [-13.7599, 23.0949, 15.3752], [-13.2779, 25.1219, 17.2090], [-13.4689, 25.0300, 16.2889], [-14.1069, 25.5654, 17.5331], [-15.9428, 20.7404, 14.6910], [-16.5148, 20.1916, 14.1937], [-15.1158, 20.6218, 14.1522], [-18.4795, 19.2270, 17.0221], [-19.2435, 19.2367, 16.4395], [-18.1255, 20.0932, 16.9061], [-18.2163, 19.6127, 13.6077], [-19.0509, 19.1375, 13.4467], [-18.1929, 20.4249, 13.1037], [-16.5421, 24.3544, 14.0039], [-17.0442, 23.7851, 14.5818], [-15.6095, 24.3588, 14.2836], [-15.2649, 19.1328, 16.9317], [-15.6262, 18.4993, 17.5305], [-14.7406, 18.5383, 16.3592], [-17.5979, 21.4158, 19.8262], [-17.3492, 22.0072, 19.0969], [-16.8572, 20.8950, 20.0135], [-14.5909, 23.4189, 19.9037], [-14.4717, 22.7414, 19.2443], [-15.1752, 22.9578, 20.4096], [-15.3409, 22.5252, 12.0667], [-15.6945, 22.5257, 12.9138], [-15.1842, 23.4305, 11.9115], [-20.7521, 19.3250, 15.5721], [-21.3183, 18.9140, 14.8620], [-21.1639, 19.1581, 16.4335]],
  "forces_ev_per_a": [[-7.3, -4.1, -8.8], [-0.7, 0.0, -0.5], [1.8, -1.2, 0.7], [-1.4, 2.6, 1.6], [-15.6, 2.1, 2.8], [0.0, 1.8, 0.0], [-0.4, 0.1, 0.0], [-0.1, 0.3, 0.4], [0.0, 0.5, -1.4], [0.2, -1.2, 0.0], [-0.5, -0.2, -0.2], [1.0, -0.3, -0.2], [5.9, -5.5, 2.2], [5.7, 4.1, 10.3], [-2.0, 3.0, -0.6], [13.0, 5.7, -3.5], [-0.5, -0.1, -0.4], [-0.2, 0.1, 0.7], [0.1, -0.3, -0.2], [-0.1, 0.1, -0.5], [0.2, 0.1, 0.1], [0.4, 0.5, 0.0], [-0.1, 0.7, -0.1], [0.3, 0.0, -0.6], [-0.2, -0.6, 0.6], [-1.3, 1.0, 1.4], [0.1, -0.3, -1.3], [1.2, -0.8, -0.1], [2.2, 0.3, -3.5], [-2.0, -1.4, -0.4], [-0.6, 0.5, 0.9], [-0.9, -1.8, 0.3], [0.3, -0.3, -0.2], [1.3, 1.9, 0.2], [-0.1, -1.4, 0.4], [0.6, 0.7, 0.1], [-0.5, 0.3, -0.4], [0.1, 0.6, -1.1], [0.3, -0.1, 0.4], [-0.2, -0.4, 0.2], [1.6, -7.2, -0.5], [-0.9, -0.6, 1.1], [0.0, 0.5, 0.1], [-1.9, 1.7, -0.1], [0.2, -0.7, 0.1], [1.8, -1.1, 0.1], [2.1, 2.5, -1.3], [0.5, -0.5, -1.1], [-2.8, -1.6, 2.8], [1.0, -1.7, -2.5], [-1.2, 0.0, 2.7], [0.3, 1.7, -0.3], [-1.3, -0.5, -1.1], [0.8, 0.7, 1.4], [-0.1, -0.1, -0.4]]
}

These records have energy values of -29233.102, -31285.076, -31283.924, -43480.992 eV, in the order they appear.